[1]
Entry from the OMol25 dataset: a structure of composition C14F42KLi2N7O28S14 at a distorted geometry (ωB97M-V/def2-TZVPD).

Values from the calculation:
Total charge = -4
E_LUMO = 2.533 eV
Max |F| = 6.28 eV/Å
Molecular weight = 2014.01 g mol⁻¹
Frontier orbital gap = 3.51 eV
E_HOMO = -0.0358 Eh
Multiplicity = 1

Element x y z (Å)
K (3.061, 0.693, -0.790)
Li (-1.414, -0.592, -5.054)
Li (0.195, -4.187, -4.456)
C (5.583, 2.108, 1.542)
F (5.283, 0.970, 2.122)
F (4.496, 2.734, 1.028)
F (6.178, 2.976, 2.350)
S (6.799, 1.633, 0.186)
O (7.439, 2.810, -0.348)
O (7.642, 0.693, 0.900)
N (5.654, 0.788, -0.818)
S (6.509, -0.197, -1.610)
O (7.434, 0.471, -2.524)
O (7.056, -1.319, -0.906)
C (5.197, -1.025, -2.790)
F (4.696, -0.181, -3.662)
F (5.837, -2.052, -3.372)
F (4.225, -1.553, -1.986)
C (-5.004, 8.944, -4.886)
F (-4.677, 9.430, -6.086)
F (-6.152, 9.440, -4.452)
F (-5.163, 7.629, -4.957)
S (-3.657, 9.449, -3.596)
O (-3.503, 10.866, -3.844)
O (-4.170, 9.199, -2.263)
N (-2.237, 8.612, -4.118)
S (-1.865, 7.683, -2.949)
O (-1.723, 8.209, -1.609)
O (-2.560, 6.407, -2.983)
C (-0.018, 7.253, -3.344)
F (0.531, 6.473, -2.448)
F (-0.014, 6.504, -4.513)
F (0.718, 8.322, -3.643)
C (-2.229, -2.752, 7.204)
F (-2.706, -3.823, 6.603)
F (-3.211, -2.031, 7.708)
F (-1.368, -3.170, 8.132)
S (-1.272, -1.726, 5.854)
O (-2.310, -1.148, 5.017)
O (-0.460, -0.782, 6.617)
N (-0.326, -2.954, 5.063)
S (0.357, -2.133, 3.932)
O (-0.514, -1.535, 2.964)
O (1.468, -1.314, 4.420)
C (1.271, -3.389, 2.805)
F (2.041, -4.222, 3.548)
F (0.432, -4.173, 2.128)
F (2.020, -2.653, 1.997)
C (-0.630, 4.808, 0.653)
F (-1.091, 4.677, -0.594)
F (0.344, 5.712, 0.657)
F (-1.676, 5.137, 1.412)
S (0.148, 3.132, 1.111)
O (-1.021, 2.261, 1.238)
O (1.145, 2.935, 0.064)
N (0.877, 3.530, 2.544)
S (1.110, 2.061, 3.112)
O (0.020, 1.340, 3.717)
O (2.089, 1.279, 2.352)
C (2.081, 2.546, 4.743)
F (1.311, 3.386, 5.452)
F (2.442, 1.488, 5.446)
F (3.128, 3.292, 4.386)
C (-1.294, -1.617, -0.981)
F (-0.698, -1.254, 0.130)
F (-1.628, -2.884, -0.968)
F (-2.324, -0.839, -1.189)
S (0.012, -1.410, -2.404)
O (1.298, -1.155, -1.789)
O (0.069, -2.584, -3.277)
N (-0.538, -0.104, -3.391)
S (-0.113, 1.248, -2.773)
O (-0.548, 1.511, -1.442)
O (1.265, 1.657, -2.915)
C (-1.066, 2.430, -3.888)
F (-0.737, 3.705, -3.692)
F (-0.865, 2.104, -5.181)
F (-2.363, 2.331, -3.590)
C (-3.349, -4.234, 2.151)
F (-2.107, -4.585, 2.472)
F (-3.653, -2.965, 2.446)
F (-3.442, -4.363, 0.831)
S (-4.520, -5.463, 3.047)
O (-4.705, -6.575, 2.115)
O (-3.887, -5.798, 4.318)
N (-5.998, -4.648, 2.995)
S (-6.106, -3.989, 4.387)
O (-6.507, -4.906, 5.455)
O (-4.950, -3.186, 4.738)
C (-7.575, -2.755, 4.100)
F (-8.629, -3.335, 3.521)
F (-7.914, -2.164, 5.238)
F (-7.132, -1.838, 3.235)
C (1.349, -5.768, -0.858)
F (1.571, -6.638, 0.131)
F (0.164, -5.245, -0.813)
F (2.340, -4.899, -0.857)
S (1.556, -6.738, -2.528)
O (2.802, -7.435, -2.400)
O (0.339, -7.540, -2.682)
N (1.544, -5.419, -3.625)
S (3.015, -5.426, -4.120)
O (3.983, -5.143, -3.099)
O (3.355, -6.490, -5.066)
C (3.015, -3.903, -5.297)
F (3.038, -2.740, -4.653)
F (4.097, -4.009, -6.055)
F (1.986, -3.915, -6.180)

[2]
Entry from the OMol25 dataset: the ion C5H12N with charge +1 at a distorted geometry (ωB97M-V/def2-TZVPD).

Values from the calculation:
SMILES string = C=C(C)CC[NH3+]
Total charge = +1
E_LUMO = -3.706 eV
Max |F| = 2.68 eV/Å
Molecular weight = 86.16 g mol⁻¹
Frontier orbital gap = 9.68 eV
E_HOMO = -0.4920 Eh
Energy relative to the best compared isomer or geometry (same formula, charge and spin) = 185.40 kJ/mol
Multiplicity = 1

Element x y z (Å)
C (-0.040, -0.667, 1.705)
C (0.781, -0.453, 0.380)
C (0.246, 0.114, -0.961)
C (-0.798, 0.918, -1.162)
C (1.357, 0.042, -1.981)
N (-1.357, 0.050, 1.666)
H (-0.275, -1.719, 1.752)
H (0.533, -0.175, 2.473)
H (1.105, -1.421, 0.041)
H (1.683, 0.063, 0.689)
H (-1.781, 0.924, -0.697)
H (-0.770, 1.552, -2.057)
H (1.774, -0.936, -1.998)
H (0.892, 0.246, -2.947)
H (2.187, 0.697, -1.740)
H (-1.370, 0.985, 1.248)
H (-2.073, -0.457, 1.149)
H (-1.764, 0.145, 2.591)

[3]
Entry from the OMol25 dataset: an isolated molecule of C16H26N2OS (ωB97M-V/def2-TZVPD).

Values from the calculation:
SMILES string = OCC[C@H]1CN(Cc2ccsc2)CCN1C1CCCC1
E_LUMO = 0.784 eV
Max |F| = 0.56 eV/Å
Molecular weight = 294.46 g mol⁻¹
Frontier orbital gap = 9.09 eV
E_HOMO = -0.3054 Eh
Energy relative to the best compared isomer or geometry (same formula, charge and spin) = 199.77 kJ/mol
Multiplicity = 1

Element x y z (Å)
O (4.047, -0.462, 0.502)
H (3.605, -1.289, 0.722)
C (3.201, 0.614, 0.839)
C (1.934, 0.695, -0.016)
H (1.407, 1.615, 0.237)
H (2.233, 0.738, -1.065)
C (0.973, -0.495, 0.189)
N (0.048, -0.727, -0.907)
C (-0.890, 0.372, -1.049)
C (-1.657, 0.587, 0.249)
N (-0.725, 0.844, 1.328)
C (0.148, -0.302, 1.468)
H (0.819, -0.132, 2.313)
H (-0.427, -1.226, 1.662)
C (-1.403, 1.182, 2.566)
C (-2.087, 2.512, 2.462)
C (-1.538, 3.605, 1.866)
S (-2.577, 4.973, 1.921)
C (-3.770, 4.069, 2.766)
C (-3.379, 2.789, 2.980)
H (-3.982, 2.058, 3.490)
H (-4.689, 4.543, 3.048)
H (-0.583, 3.678, 1.388)
H (-2.143, 0.413, 2.856)
H (-0.646, 1.232, 3.357)
H (-2.323, 1.446, 0.142)
H (-2.270, -0.309, 0.460)
H (-1.597, 0.126, -1.843)
H (-0.382, 1.310, -1.328)
C (0.579, -1.123, -2.214)
C (1.865, -1.956, -2.193)
C (1.374, -3.379, -1.966)
H (1.024, -3.496, -0.939)
C (0.198, -3.466, -2.934)
H (0.569, -3.665, -3.940)
H (-0.503, -4.257, -2.670)
C (-0.453, -2.076, -2.872)
H (-1.346, -2.106, -2.251)
H (-0.739, -1.730, -3.865)
H (2.140, -4.128, -2.164)
H (2.318, -1.892, -3.185)
H (2.607, -1.621, -1.475)
H (0.731, -0.225, -2.836)
H (1.546, -1.419, 0.320)
H (2.937, 0.571, 1.905)
H (3.805, 1.510, 0.675)

[4]
Entry from the OMol25 dataset: a structure of composition C24H29InN3OSSi at a distorted geometry (ωB97M-V/def2-TZVPD).

Values from the calculation:
Total charge = +1
E_LUMO = -2.676 eV
Max |F| = 3.32 eV/Å
Molecular weight = 550.49 g mol⁻¹
Frontier orbital gap = 8.23 eV
E_HOMO = -0.4006 Eh
Energy relative to the best compared isomer or geometry (same formula, charge and spin) = 98.41 kJ/mol
Multiplicity = 1

Element x y z (Å)
In (0.620, 0.116, -0.991)
C (-0.568, 3.654, -0.014)
C (0.347, 2.886, 0.898)
C (0.673, 3.388, 2.160)
C (1.691, 2.738, 2.862)
C (2.255, 1.539, 2.413)
C (1.745, 0.997, 1.207)
N (0.835, 1.742, 0.479)
N (1.969, -0.271, 0.698)
Si (2.960, -1.574, 1.323)
C (4.714, -1.177, 1.014)
C (2.484, -1.865, 3.042)
C (2.595, -3.034, 0.195)
H (-0.056, 4.052, -0.874)
H (-0.856, 4.594, 0.521)
H (-1.510, 3.117, -0.297)
H (0.403, 4.355, 2.583)
H (2.179, 3.190, 3.721)
H (3.027, 0.964, 2.982)
H (5.195, -0.762, 1.877)
H (4.954, -0.504, 0.125)
H (5.246, -2.104, 0.727)
H (2.600, -1.047, 3.799)
H (3.140, -2.705, 3.364)
H (1.391, -2.125, 2.973)
H (3.021, -2.786, -0.767)
H (1.551, -3.168, -0.043)
H (3.018, -3.988, 0.527)
C (-3.877, -0.974, -0.294)
S (-2.416, -0.617, 0.729)
O (-1.221, -0.741, -0.210)
C (-2.569, -2.138, 1.691)
C (-2.716, -3.366, 1.154)
C (-3.026, -4.482, 1.968)
C (-3.106, -4.363, 3.326)
C (-2.822, -3.090, 3.916)
C (-2.617, -1.991, 3.066)
H (-3.814, -1.872, -0.899)
H (-4.010, -0.112, -0.934)
H (-4.574, -1.000, 0.505)
H (-2.788, -3.510, 0.031)
H (-3.065, -5.411, 1.469)
H (-3.197, -5.242, 3.939)
H (-2.836, -2.957, 4.941)
H (-2.419, -0.993, 3.471)
C (0.272, -0.239, -3.090)
C (-0.095, 1.100, -3.779)
C (-1.361, 1.417, -4.126)
C (-1.654, 2.642, -4.745)
C (-0.660, 3.580, -4.909)
C (0.642, 3.314, -4.333)
C (0.902, 2.070, -3.863)
C (-0.773, 4.877, -5.464)
N (-0.805, 5.892, -6.014)
H (1.199, -0.585, -3.580)
H (-0.588, -0.893, -3.233)
H (-2.160, 0.720, -4.112)
H (-2.654, 2.881, -5.097)
H (1.351, 4.138, -4.492)
H (1.828, 1.721, -3.536)

Question: The lowest max |F| belongs to which entry?
Answer: C16H26N2OS

Question: What is the formula in the first record?
Answer: C14F42KLi2N7O28S14

Question: Among the records above, which one has the lowest E_HOMO?
Answer: C5H12N